Entry 1:
22
Properties=species:S:1:pos:R:3:forces:R:3 method="wB97M-V/def2-TZVPD" lumo_ev=0.539 charge=0 homo_lumo_gap_ha=0.3709 e_above_lowest_ev=0.683 smiles="CC(C)(C)N/C(N)=N/C#N" e_tot_ev=-12375.8470
C -1.76385 0.57338 0.74720 -0.686 1.620 -0.758
C -1.29283 -0.78334 0.27678 -1.264 -0.434 1.274
C -1.69842 -1.05345 -1.17494 1.729 0.239 -0.028
C -2.16391 -1.83315 1.11092 -0.062 0.722 0.476
N 0.11972 -0.87461 0.75051 0.075 1.523 -1.942
C 1.03908 0.05996 0.20499 0.626 -3.030 1.131
N 2.39499 -0.22219 0.60520 -0.504 2.086 -0.965
N 0.59238 0.92249 -0.66364 2.226 0.213 0.678
C 1.57087 1.77752 -1.06189 -2.500 -1.864 0.513
N 2.29644 2.50499 -1.54163 1.881 1.732 -0.823
H -1.35389 0.63056 1.71907 0.006 0.433 1.463
H -1.30548 1.47560 0.20110 -1.248 -1.637 0.539
H -2.87961 0.60314 0.82216 0.918 0.257 -0.268
H -1.03245 -1.96541 -1.41917 -1.726 1.219 -0.567
H -1.53965 -0.14665 -1.83499 0.208 -1.343 0.598
H -2.79246 -1.17532 -1.06274 0.663 -0.614 -0.798
H -3.27794 -1.53307 0.86319 2.210 -0.799 1.164
H -1.83060 -1.77007 2.20759 -1.092 0.185 -1.336
H -2.02899 -2.90772 0.85095 0.055 0.758 -0.309
H 0.40422 -1.79537 1.02650 0.600 -0.040 -0.093
H 2.50761 -0.68063 1.49299 -0.286 -0.071 0.097
H 3.15883 0.50467 0.46197 -1.832 -1.154 -0.045

Entry 2:
93
Properties=species:S:1:pos:R:3:forces:R:3 method="wB97M-V/def2-TZVPD" lumo_ev="-6.889 / -6.868" charge=+2 homo_lumo_gap_ha="0.2606 / 0.2617" e_above_lowest_ev=0.000 e_tot_ev=-169315.4306 multiplicity=2
Ru -0.50515 0.63879 0.42732 -0.411 0.023 0.165
O -5.17178 1.58180 0.35229 0.062 0.029 -0.070
C -4.01526 1.04544 0.68603 -0.064 0.006 0.098
O -2.98322 1.23698 0.07812 0.183 -0.140 -0.225
C -4.13844 0.13687 1.88881 -0.054 0.007 0.041
O -2.88553 -0.21554 2.41420 0.035 0.094 -0.135
C -2.37114 0.70519 3.38320 -0.166 -0.240 0.063
C -1.94215 1.99491 2.71031 0.131 0.454 -0.403
O -2.55570 3.02094 2.83462 -0.119 0.005 0.190
O -0.85510 1.91772 1.94746 0.204 -0.582 0.274
H -5.05058 2.16984 -0.41266 -0.046 -0.047 0.044
H -4.62956 -0.78207 1.55485 -0.025 0.049 0.008
H -4.78599 0.61394 2.62875 0.024 -0.004 0.018
H -1.52467 0.19164 3.83544 0.000 0.157 0.070
H -3.12522 0.91644 4.14127 -0.020 0.053 -0.017
F -2.08864 3.91115 -5.46027 0.038 -0.036 0.055
C -1.37738 3.21697 -4.59687 0.003 -0.004 -0.069
C -0.50279 2.23978 -5.03693 -0.024 0.030 -0.015
F -0.37495 2.00246 -6.32966 -0.001 0.005 0.056
C 0.24765 1.50901 -4.12193 -0.030 -0.076 -0.009
F 1.08990 0.61972 -4.63662 -0.077 0.082 -0.047
C 0.12433 1.70610 -2.74921 -0.018 -0.017 -0.007
P 1.07733 0.75961 -1.48667 -0.131 0.069 -0.084
C 1.60223 -0.74638 -2.38044 0.174 -0.001 0.102
C 0.67766 -1.75494 -2.64302 -0.028 0.034 0.021
C 1.01525 -2.84394 -3.43103 -0.064 -0.003 0.016
C 2.28874 -2.95280 -3.96381 0.028 0.003 -0.020
C 3.21062 -1.94279 -3.73447 -0.006 0.003 -0.015
C 2.86903 -0.84168 -2.96769 -0.028 0.013 0.081
C 2.56645 1.80011 -1.26849 -0.049 0.100 -0.065
C 3.82340 1.28554 -0.93185 -0.020 -0.038 -0.074
C 4.91086 2.12370 -0.75385 -0.006 -0.002 -0.004
C 4.76856 3.49522 -0.90835 0.013 0.011 0.001
C 3.53447 4.02077 -1.25603 0.006 -0.009 0.010
C 2.44601 3.18254 -1.43955 0.023 -0.056 0.009
C -0.74366 2.72667 -2.34269 0.088 -0.056 0.039
Br -0.82503 3.17257 -0.51486 -0.066 0.360 -0.099
C -1.48508 3.46884 -3.23445 0.011 0.002 0.008
F -2.29347 4.43273 -2.81671 0.006 -0.017 0.005
H -0.32358 -1.66856 -2.26536 -0.129 0.016 0.030
H 0.27123 -3.60138 -3.64605 0.003 0.003 0.009
H 2.55439 -3.80154 -4.57934 -0.003 -0.008 0.007
H 4.19531 -1.99495 -4.17865 0.004 0.008 0.001
H 3.58349 -0.04113 -2.88471 0.044 0.046 0.027
H 3.97385 0.22327 -0.82302 0.040 0.013 -0.095
H 5.87446 1.70171 -0.50225 -0.001 -0.012 -0.002
H 5.62055 4.14815 -0.77524 0.001 0.002 0.013
H 3.41525 5.08672 -1.39424 -0.009 0.004 -0.006
H 1.50444 3.62686 -1.71755 0.052 0.020 -0.058
C -0.74339 -3.60345 -0.17423 -0.016 0.102 -0.046
S -1.97341 -2.30189 -0.00249 -0.010 0.124 0.146
O -1.28476 -0.99763 -0.46241 0.436 -0.318 -0.030
C -3.04585 -2.65026 -1.37391 0.012 -0.104 0.060
C -3.77873 -3.83007 -1.30703 -0.018 0.022 -0.038
C -4.62775 -4.14106 -2.35598 -0.007 -0.001 0.009
C -4.74527 -3.27442 -3.43627 -0.004 -0.010 -0.002
C -4.02564 -2.08930 -3.46925 -0.008 0.006 0.004
C -3.16540 -1.76136 -2.42949 -0.005 0.037 0.012
H -0.57432 -3.83331 -1.22049 0.042 -0.006 -0.037
H -1.11032 -4.47502 0.36661 -0.048 0.010 0.005
H 0.16667 -3.23945 0.30404 -0.046 -0.005 0.048
H -3.70036 -4.49507 -0.45479 0.014 -0.008 -0.003
H -5.20414 -5.05524 -2.32542 0.001 -0.003 -0.006
H -5.41130 -3.52237 -4.25133 -0.004 0.004 0.000
H -4.13692 -1.41129 -4.30441 0.004 -0.001 -0.007
H -2.61643 -0.82887 -2.43189 0.016 -0.026 -0.006
C 2.61790 -0.82052 1.21680 -0.068 -0.124 0.090
P 1.12150 -0.09205 1.92895 0.127 0.170 -0.166
C 1.72499 1.32872 2.87261 -0.083 -0.007 -0.041
C 2.44105 2.31376 2.19236 0.078 -0.035 -0.022
C 2.82517 3.47205 2.84590 -0.002 0.022 0.054
C 2.49354 3.66048 4.18112 0.007 -0.006 -0.030
C 1.78151 2.68450 4.86189 0.001 -0.031 -0.002
C 1.38944 1.52502 4.20957 -0.043 -0.035 0.024
C 0.61629 -1.35419 3.12814 0.091 -0.033 0.049
C 1.55291 -1.74068 4.09419 0.056 -0.059 -0.077
C 1.24771 -2.74151 4.99993 0.034 0.046 -0.004
C 0.00818 -3.36745 4.95580 -0.050 -0.030 0.007
C -0.92677 -2.98627 4.00705 0.025 -0.035 0.035
C -0.61966 -1.98350 3.09757 0.025 0.019 -0.001
H 3.16104 -1.33732 2.00763 0.001 0.010 -0.032
H 3.24092 -0.01719 0.84500 -0.007 -0.067 0.065
H 2.39001 -1.53217 0.42119 -0.020 0.049 -0.025
H 2.70780 2.18918 1.14925 -0.055 0.023 0.109
H 3.38376 4.22918 2.31210 0.002 0.006 -0.006
H 2.78852 4.56810 4.68979 0.012 0.000 0.006
H 1.52709 2.82490 5.90367 -0.013 0.005 -0.003
H 0.82267 0.77996 4.75378 0.003 -0.014 -0.018
H 2.52385 -1.26195 4.14085 -0.014 0.022 0.044
H 1.97601 -3.03101 5.74516 0.004 0.004 0.001
H -0.22971 -4.14424 5.67000 0.006 -0.006 -0.001
H -1.90192 -3.45567 3.98667 -0.001 0.009 -0.016
H -1.37784 -1.64308 2.41362 -0.054 -0.075 -0.091

Entry 3:
14
Properties=species:S:1:pos:R:3:forces:R:3 method="wB97M-V/def2-TZVPD" lumo_ev=0.353 charge=0 homo_lumo_gap_ha=0.3821 e_above_lowest_ev=2.085 e_tot_ev=-29664.4734
C 0.15612 -1.20382 -0.65232 1.647 -3.261 0.344
C -0.49322 -0.07406 0.13968 -1.663 -1.012 0.338
C 0.28260 0.19591 1.41590 -0.217 2.083 2.887
C -0.69667 1.02678 -0.83075 -0.868 4.278 -1.023
H -0.38074 -2.21225 -0.18585 1.761 2.364 -1.622
H 0.03002 -1.10828 -1.85919 0.351 -0.475 3.233
H 1.46744 -1.25316 -0.28684 -4.198 0.005 -1.443
H 0.38560 -0.68512 2.16202 0.078 1.155 -1.881
H 1.22273 0.76141 1.20742 -0.174 -1.241 -0.146
H -0.16188 1.02275 2.10878 -0.113 -1.455 -1.415
H 1.42087 0.66037 -1.02240 1.032 0.074 -0.327
O -1.67406 1.71296 -1.08921 0.512 -1.759 0.785
S 0.74320 1.60713 -1.65733 0.562 -0.290 0.094
Cl -2.30201 -0.45061 0.55009 1.291 -0.465 0.178

Entry 4:
26
Properties=species:S:1:pos:R:3:forces:R:3 method="wB97M-V/def2-TZVPD" lumo_ev="0.234 / 0.374" charge=0 homo_lumo_gap_ha="0.2659 / 0.3131" e_above_lowest_ev=3.353 e_tot_ev=-85177.7500
C -3.45753 -0.00972 0.04358 0.139 0.864 0.862
C -2.94261 -0.00607 1.34677 0.037 1.024 0.096
C -2.66367 -0.48126 -0.97184 0.759 -0.873 0.844
C -1.64957 -0.45099 1.65295 -2.872 -0.084 -1.568
C -1.38614 -0.99595 -0.66357 -1.799 0.246 -2.521
C -1.02128 -0.98700 0.60331 3.230 -0.498 0.606
C 1.79998 1.43774 0.21621 0.430 -0.771 -0.222
C -0.57192 -1.48741 -1.82033 0.118 0.044 -0.577
C 0.86036 -0.97894 -1.68938 1.602 0.344 0.135
C 1.56832 -1.01884 -0.36521 -1.896 0.109 0.454
C 2.40074 2.30711 1.28487 -0.075 1.596 0.220
N 2.21952 0.08378 0.17588 -0.789 0.988 -0.491
O 1.02836 1.87910 -0.58041 -1.005 0.308 -0.830
Br 2.18009 -2.69409 0.26615 0.174 0.175 -0.051
H -4.38932 0.52389 -0.12203 -0.037 -0.426 -0.176
H -3.46757 0.52358 2.13552 -0.338 -0.297 -0.023
H -2.94406 -0.59967 -1.98470 -0.695 0.395 -0.872
H -1.42905 -0.56965 2.64007 1.218 0.047 2.538
H -0.49090 -2.62088 -1.77040 -0.574 1.267 -0.614
H -1.05347 -1.00806 -2.79119 1.160 -1.663 1.730
H 1.51735 -1.60469 -2.29113 -0.044 0.023 -0.687
H 0.99999 0.05867 -1.99073 -0.419 -0.041 -0.320
H 2.15625 3.38282 1.15685 -0.561 -0.788 -0.536
H 2.00136 2.09964 2.27106 0.308 -0.545 0.247
H 3.47215 2.41014 1.25561 0.635 -0.899 0.284
H 2.82362 -0.13754 0.90164 1.294 -0.545 1.473

Entry 5:
114
Properties=species:S:1:pos:R:3:forces:R:3 method="wB97M-V/def2-TZVPD" lumo_ev=-1.096 charge=0 homo_lumo_gap_ha=0.3123 smiles="CCCCN[Si@H](B(O)CC)N(C(=O)F)C(=O)F.BrCCBr.BrCCBr.BrCCBr.BrCCBr.BrCCBr.BrCCBr.BrCCBr.BrCCBr.BrCCBr.BrCCBr" e_tot_ev=-1453919.0379
C 5.04857 3.84624 1.35939 0.298 0.015 -0.278
C 5.51946 2.47000 0.55553 -0.015 0.447 1.024
C 5.60608 1.25865 1.65851 0.088 -0.343 -1.031
C 4.22306 0.37228 1.58181 1.834 -0.531 0.921
N 2.96799 1.24040 1.68062 -0.564 -2.250 -0.508
Si 1.84590 0.69141 0.37943 2.954 1.105 1.518
B 0.58362 2.02123 -0.22204 -2.802 2.437 -2.661
O 0.32090 2.10678 -1.70222 1.044 -1.859 3.141
C -0.21886 3.11204 0.71247 -0.934 1.457 -0.185
C -1.08955 2.45758 1.94330 0.223 -0.181 -0.141
N 1.12496 -0.87532 0.88820 -5.924 -1.638 0.133
C 0.61704 -1.70002 -0.27318 4.021 -6.843 -2.501
O 1.39060 -2.75550 -0.65090 -6.031 7.899 2.360
F -0.63962 -1.45344 -1.03420 3.920 -0.122 2.862
C 0.11032 -0.72977 1.99980 0.480 2.034 6.723
O 0.39251 -0.25617 3.24572 -1.721 -3.398 -9.356
F -1.32477 -1.16724 1.82108 4.739 1.024 -0.276
H 4.61053 3.61206 2.42434 0.753 0.263 -2.239
H 5.99301 4.51859 1.51903 -1.938 -1.131 -0.319
H 4.22962 4.42476 0.74001 1.733 -1.003 1.284
H 4.73065 2.24413 -0.29389 1.679 0.232 1.730
H 6.59325 2.59684 0.06557 -2.386 -0.064 0.962
H 6.51738 0.57939 1.34715 -2.019 1.222 0.786
H 5.83594 1.65401 2.75043 -0.666 -0.665 -2.269
H 4.28190 -0.25676 0.58743 -0.215 1.256 1.937
H 4.22439 -0.37136 2.49054 0.032 1.276 -2.032
H 2.58779 1.03004 2.63908 0.219 0.695 -1.310
H 2.70753 0.38310 -0.79075 -0.235 -0.373 0.088
H 0.63942 1.26955 -2.15717 -0.368 1.629 0.681
H 0.48616 3.97288 1.13813 -1.314 -1.925 -0.855
H -1.00584 3.68133 0.01991 1.741 -1.185 1.310
H -1.59008 1.46080 1.52269 0.852 2.166 1.208
H -0.37910 2.20489 2.84763 -1.552 0.356 -1.805
H -1.93097 3.21117 2.32442 1.883 -1.755 -0.953
Br 5.04945 -1.83460 4.54827 0.064 -0.190 0.073
C 6.44576 -3.08886 4.01882 0.005 -0.034 0.222
C 7.51498 -2.40362 3.19989 0.091 -0.109 -0.145
Br 6.91305 -2.09336 1.37082 0.125 -0.203 0.109
H 5.95377 -3.91020 3.49020 0.166 0.260 0.059
H 6.86133 -3.46459 4.95808 -0.015 0.090 -0.185
H 8.39663 -3.04335 3.10404 -0.178 0.032 0.070
H 7.81730 -1.43391 3.60521 -0.171 -0.233 -0.067
Br -5.20466 -4.40607 -4.18619 0.173 0.053 -0.253
C -3.30872 -4.06151 -3.88641 -0.032 -0.206 0.087
C -3.10664 -2.92486 -2.91141 0.220 0.128 0.017
Br -3.42333 -1.19917 -3.76333 -0.043 -0.073 0.097
H -2.85847 -3.87829 -4.86610 -0.112 0.052 0.293
H -2.91136 -4.99492 -3.47784 -0.063 0.196 -0.013
H -2.06772 -2.88773 -2.57228 -0.181 -0.076 -0.094
H -3.76682 -2.97707 -2.04109 0.096 -0.055 -0.266
Br 6.63054 6.37340 -0.58884 0.086 0.186 0.014
C 8.28239 7.37823 -0.33405 -0.036 -0.045 -0.270
C 9.33254 6.53886 0.35591 0.163 0.091 0.111
Br 8.97191 6.38724 2.26667 -0.015 -0.099 -0.089
H 8.02208 8.28662 0.21654 0.143 -0.313 -0.099
H 8.60777 7.65050 -1.34206 -0.008 -0.021 0.198
H 10.31364 7.01713 0.28917 -0.202 -0.027 -0.034
H 9.40184 5.52082 -0.03756 -0.108 0.277 0.059
Br -9.40759 -4.31566 -6.70344 0.092 -0.034 -0.051
C -7.64794 -3.52114 -6.97828 -0.061 0.032 0.266
C -7.73789 -2.27075 -7.82200 0.193 0.081 -0.124
Br -7.98372 -2.70712 -9.70699 -0.068 0.059 0.079
H -7.01252 -4.29583 -7.41666 -0.165 0.266 0.047
H -7.28353 -3.28356 -5.97487 -0.042 0.033 -0.235
H -6.80054 -1.70916 -7.78042 -0.139 -0.152 0.057
H -8.56356 -1.61294 -7.53638 0.184 -0.261 -0.014
Br 9.27282 0.79338 2.54582 0.082 -0.031 -0.080
C 10.66913 -0.46089 2.01636 -0.025 0.023 0.294
C 11.73835 0.22435 1.19744 0.151 -0.107 -0.212
Br 11.13643 0.53461 -0.63163 0.021 0.067 0.135
H 10.17714 -1.28222 1.48774 0.135 0.244 0.004
H 11.08470 -0.83661 2.95562 0.013 0.090 -0.179
H 12.62000 -0.41538 1.10159 -0.185 0.066 0.069
H 12.04067 1.19406 1.60276 -0.170 -0.271 -0.035
Br -4.91052 -5.45250 4.51008 0.083 -0.044 -0.067
C -3.15087 -4.65798 4.23525 -0.053 -0.003 0.219
C -3.24082 -3.40759 3.39153 0.227 0.094 -0.096
Br -3.48665 -3.84396 1.50654 -0.109 0.021 0.045
H -2.51545 -5.43267 3.79687 -0.173 0.263 0.027
H -2.78646 -4.42040 5.23866 -0.062 0.027 -0.204
H -2.30347 -2.84600 3.43311 -0.161 -0.130 0.029
H -4.06650 -2.74978 3.67715 0.185 -0.252 -0.029
Br -7.09437 -5.14497 -1.38516 -0.085 -0.068 0.203
C -7.41643 -5.77725 0.43134 -0.015 0.247 0.015
C -6.39238 -6.81024 0.84078 -0.059 -0.144 0.189
Br -6.77178 -8.54170 0.02703 0.078 0.070 -0.029
H -8.44449 -6.14898 0.46269 0.304 -0.032 0.059
H -7.33778 -4.88618 1.06055 0.054 -0.183 -0.048
H -6.43366 -6.98803 1.91894 -0.012 0.108 -0.190
H -5.36984 -6.54277 0.55985 -0.311 0.018 0.043
Br -11.36217 -6.42628 1.43179 -0.100 0.045 -0.023
C -12.05580 -5.60403 -0.19486 0.089 -0.203 -0.060
C -11.36275 -4.29263 -0.48348 -0.079 0.127 -0.207
Br -12.02622 -2.87290 0.67766 0.049 -0.124 0.050
H -13.13730 -5.50440 -0.06637 0.305 0.071 -0.020
H -11.85406 -6.32929 -0.98820 0.011 0.195 0.102
H -11.58398 -3.95496 -1.49974 0.051 -0.101 0.167
H -10.27846 -4.33563 -0.34743 -0.277 -0.043 -0.033
Br -7.94679 0.37810 0.55663 -0.011 0.042 -0.119
C -9.37976 1.10713 -0.54713 0.003 0.112 0.192
C -10.33853 0.02412 -0.98447 -0.108 0.076 -0.161
Br -9.58466 -1.04385 -2.43194 -0.051 -0.084 0.147
H -8.90526 1.63001 -1.38231 -0.150 -0.211 0.167
H -9.88706 1.83624 0.09094 0.024 -0.166 -0.128
H -11.25087 0.46128 -1.39954 0.173 -0.014 0.093
H -10.60547 -0.66919 -0.18192 0.164 0.249 -0.212
Br 8.55321 11.13847 -0.26412 0.012 0.117 -0.107
C 7.12024 11.86751 -1.36788 -0.034 0.119 0.212
C 6.16147 10.78450 -1.80523 -0.125 -0.012 -0.224
Br 6.91534 9.71653 -3.25270 -0.023 -0.013 0.144
H 7.59474 12.39039 -2.20306 -0.157 -0.226 0.166
H 6.61294 12.59662 -0.72981 0.039 -0.167 -0.119
H 5.24913 11.22165 -2.22030 0.185 -0.017 0.098
H 5.89453 10.09118 -1.00268 0.130 0.203 -0.152